Computed, not measured: a molecular structure, C22H15N3OPdS, with ωB97M-V with the def2-TZVPD basis set.

HOMO (spin up / spin down) in Ha: -0.2705 / -0.2703
Net charge: 0
Expectation value of S²: 2.005
2S+1: 3
Orbital gap (spin up / spin down) in eV: 7.43 / 6.43

Last column: Mulliken charge in e.
Geometry (Å):
Pd: 1.1673 0.9236 -1.1402  -0.107
O: 1.9025 -0.9983 -1.4867  -0.749
C: 1.2725 -2.0810 -1.7859  0.800
C: 2.0412 -3.2559 -2.1494  -0.729
C: 1.4537 -4.5018 -2.3095  -0.241
C: 0.1084 -4.6855 -2.1359  -1.094
C: -0.6483 -3.5800 -1.8881  -0.309
C: -0.1638 -2.2824 -1.7069  -0.161
C: -1.0476 -1.1949 -1.3736  0.659
N: -0.8195 0.1422 -1.3996  -0.010
C: -2.0063 0.7562 -1.0693  -0.246
C: -2.9863 -0.1821 -0.8636  -0.807
N: -2.3682 -1.3701 -1.0834  -0.024
H: 3.1229 -3.1253 -2.3025  0.373
H: 2.0784 -5.3283 -2.5560  0.399
H: -0.3551 -5.6032 -2.3849  0.389
H: -1.7323 -3.6955 -1.8153  0.259
H: -2.1309 1.8434 -0.9562  0.361
H: -4.0038 -0.1557 -0.6332  0.492
H: -2.7362 -2.3004 -1.0009  0.173
S: -0.4033 2.2047 3.0798  -0.333
C: 0.3108 0.6683 3.3207  0.953
C: 0.2569 -0.1617 4.4391  -0.447
C: 0.9787 -1.3329 4.4625  -0.472
C: 1.7182 -1.7054 3.3426  -0.663
C: 1.6632 -0.9709 2.1353  -0.574
C: 0.9691 0.2572 2.1558  -0.553
N: 0.7820 1.0933 1.0585  -0.010
C: 0.1898 2.1646 1.3969  0.871
C: 0.0469 3.2326 0.3758  0.716
C: -0.8026 4.3192 0.5328  -0.705
C: -1.0086 5.1995 -0.5154  -0.548
C: -0.3955 4.9723 -1.7409  -0.511
C: 0.3437 3.8147 -1.9093  -0.115
C: 0.5838 2.8759 -0.8740  -0.180
H: -0.2519 0.1504 5.3688  0.324
H: 1.0005 -1.9882 5.3099  0.396
H: 2.2394 -2.6401 3.2570  0.378
H: 2.2053 -1.2600 1.2688  0.555
H: -1.3108 4.4069 1.4457  0.460
H: -1.6695 6.0851 -0.3975  0.331
H: -0.4579 5.6552 -2.6262  0.337
H: 0.8631 3.6343 -2.8454  0.363


Computed, not measured: 2 unconnected molecules or ions with the total composition C6H12N2S, with ωB97M-V with the def2-TZVPD basis set.

HOMO in Ha: -0.3123
Net charge: 0
SMILES: Cc1c[nH]cn1.CSC
Relative energy (zero: lowest compared OMol25 entry of this formula, charge and spin) in kJ/mol: 221.6
2S+1: 1
Orbital gap in eV: 9.13

Last column: Mulliken charge in e.
Geometry (Å):
C: -0.3414 1.7700 -1.4072  -0.843
C: -1.2988 0.6074 -1.1075  0.581
C: -2.1330 0.5333 0.0052  -0.582
N: -2.6098 -0.7732 0.0640  -0.169
C: -2.0131 -1.5214 -0.8908  -0.231
N: -1.2291 -0.6597 -1.6793  -0.566
H: -0.3470 2.0241 -2.5231  0.297
H: 0.7050 1.3307 -1.2331  0.092
H: -0.6070 2.4285 -0.6734  0.349
H: -2.3610 1.3160 0.6980  0.394
H: -2.7312 -1.0849 1.1110  0.302
H: -2.1141 -2.5786 -0.8452  0.391
C: 2.0283 0.7595 1.7294  -0.919
S: 3.0707 -0.6278 1.0312  -0.099
C: 1.6780 -1.5727 0.1071  -0.424
H: 2.6001 1.3210 2.3884  0.384
H: 1.7721 1.5816 1.0376  0.245
H: 1.3097 0.3450 2.3543  0.321
H: 1.1064 -0.7765 -0.3841  -0.139
H: 1.2307 -2.1040 0.7980  0.323
H: 2.2845 -2.3184 -0.5808  0.294


DFT total energy readings, ordered: -1612.89681, -743.43398 Ha